Record 1
This record from OMol25 describes 2 unconnected molecules or ions with the total composition C5H15NOP. The level of theory is the ωB97M-V functional and the def2-TZVPD basis.

Structure (ORCA input):
```
! RIJCOSX wB97M-V def2-TZVPD def2/J DEFGRID3
* xyz 1 1
H -1.00676 0.76727 1.74176
P -1.53517 0.36140 0.36276
N 1.66877 0.23926 -0.21044
H 2.58659 1.75991 0.59490
H -0.65169 -0.49333 -1.97908
H -1.00625 -2.26956 1.53629
H -1.12386 -2.10609 -1.49581
H -1.43682 2.67373 -0.40013
H 1.42331 0.49999 -1.12333
H 1.97767 0.65172 1.96387
H 0.69570 -2.51995 1.01904
C 1.74427 1.09568 0.96855
O -2.87783 -0.15278 0.45160
C -0.24318 -0.97927 -0.08012
C 0.01731 -1.77372 1.14556
H 0.88294 1.63785 0.95052
H -2.09401 1.79203 -1.58461
H 2.27596 -0.54133 -0.14033
H 0.73337 -1.56563 -1.84561
H 0.15574 -1.16702 1.94406
C -1.33876 1.70313 -0.81509
C -0.33752 -1.33568 -1.51882
H -0.50977 1.72240 -1.48557
*
```

## Properties
Total energy: -670.49165 Ha

These are the Mulliken partial charges, in e, on atoms 1 to 2:
1. H 0.113
2. P 0.598

***

Record 2
This record from OMol25 describes a single C19H31NO3 molecule. The level of theory is the ωB97M-V functional and the def2-TZVPD basis.

Structure (ORCA input):
```
! RIJCOSX wB97M-V def2-TZVPD def2/J DEFGRID3
* xyz 0 1
H -5.88777 0.83809 -0.81586
H -3.29330 3.93434 0.65671
O -3.84108 -2.32569 -0.41466
C -5.02805 1.08130 -0.18725
H 1.64953 0.48157 2.18968
C -0.10583 -2.16237 -0.99646
H 4.18265 2.11193 -1.90996
C 2.73798 1.31394 -0.40906
H 6.94482 0.46065 1.07426
H -4.69025 2.97332 -1.14310
C 3.95622 1.42042 -1.12405
C 2.90888 0.30214 0.48750
H -1.15437 -3.02357 1.26048
O -3.93119 0.40926 -0.76481
N 0.79392 -0.82126 0.83886
H -0.66476 -0.17338 2.14582
C 1.06335 -1.95545 -0.02261
H 6.42861 0.43270 -1.94250
H -2.88942 0.22322 1.00093
C 6.19997 0.11109 -0.92553
H -0.16171 -3.22036 -1.25781
H 7.07392 1.85871 0.00405
H 0.07811 -1.60579 -1.91553
C -1.44454 -1.69944 -0.38290
C 1.97898 -0.29447 1.49047
H 0.12690 -1.67677 2.66219
H 6.31602 -0.97312 -0.86671
H -2.37097 -3.61160 -0.80883
C -2.72471 0.58640 -0.02499
C -0.26425 -1.12710 1.78680
H 2.52547 -1.06545 2.06298
C -4.79758 2.58953 -0.12683
H -1.78997 -0.11323 -1.79727
C 4.78532 0.46492 -0.61687
H -3.66056 2.55659 1.70121
C -2.58344 -2.55222 -0.98406
H -0.66309 0.27726 -0.49035
H 1.97630 -1.75341 -0.58566
C -3.52044 2.86679 0.66211
H 1.85526 1.90434 -0.54272
C -1.36414 -1.96069 1.12489
H -2.17631 2.43816 -0.96661
H -2.32580 -1.76792 1.59942
C -1.61312 -0.20294 -0.72251
C -2.36815 2.07623 0.04553
O 4.15029 -0.21848 0.36229
H 1.23541 -2.87038 0.57122
H -5.20898 0.69352 0.82787
H 8.19186 0.50155 -0.17663
C 7.16644 0.77650 0.05775
H -1.46014 2.20107 0.63664
H -5.65761 3.07237 0.33841
H -2.61307 -2.38539 -2.07196
H -4.07161 -1.39744 -0.59395
*
```

## Properties
SMILES: CCc1ccc(CN2CCC(CO)(C[C@H]3CCCCO3)CC2)o1
Total energy: -1023.03779 Ha

These are the Mulliken partial charges, in e, on atoms 1 to 2:
1. H 0.388
2. H 0.368

***

Record 3
This record from OMol25 describes a single C2H3ClF2 molecule. The level of theory is the ωB97M-V functional and the def2-TZVPD basis.

Structure (ORCA input):
```
! RIJCOSX wB97M-V def2-TZVPD def2/J DEFGRID3
* xyz 0 1
F 0.31212 -0.89993 2.10640
F 1.81163 -1.25664 0.64085
H 0.25514 -0.43336 -1.03579
Cl -0.97352 -2.26536 -0.30831
H 0.92789 0.61388 0.99254
C -0.47618 -0.62163 -0.31718
C 0.79988 -0.49643 0.96482
H -1.20308 0.16692 -0.31873
*
```

## Properties
SMILES: FC(F)CCl
Total energy: -737.88492 Ha

These are the Mulliken partial charges, in e, on atoms 1 to 2:
1. F -0.224
2. F -0.211

***

Record 4
This record from OMol25 describes a molecular structure, C15H14N3PdS6. The level of theory is the ωB97M-V functional and the def2-TZVPD basis.

Structure (ORCA input):
```
! RIJCOSX wB97M-V def2-TZVPD def2/J DEFGRID3
* xyz 1 1
H 3.72154 3.22678 -0.13923
C 1.16665 0.59188 2.87020
C 1.75223 1.31635 1.70204
H 2.16027 -6.09706 -0.60089
C 2.96930 2.57400 0.26999
C -3.35176 0.02982 -0.88119
C 2.35227 -1.17305 -0.88710
N 1.19895 1.27629 0.44337
H 0.16450 0.94648 3.11846
C 1.55379 2.15513 -1.87946
C 2.73320 -3.54634 -0.79081
H 3.74695 -6.73348 -0.83552
S -4.80270 0.63679 1.30900
C 0.57939 -2.55707 -0.38355
C 3.21224 -2.25310 -0.99837
C 1.38247 -3.68385 -0.47373
H 1.08362 -0.48225 2.67310
H 4.25322 -2.10210 -1.23998
C 1.94360 2.03671 -0.43743
H 2.28960 2.73220 -2.43338
Pd -0.26319 0.32956 -0.33426
H 3.49583 2.35704 2.45414
S 5.27165 -4.50583 -1.20114
H 1.47407 1.16880 -2.35748
S -4.91663 -0.21457 -1.51990
S -7.42697 0.15350 0.01490
S -1.98277 -0.17736 -1.76925
N 1.05918 -1.32669 -0.58732
H 2.70505 -0.15622 -1.02535
C -5.82555 0.19935 -0.06217
H -0.47258 -2.64061 -0.14124
H 1.78347 0.73051 3.75409
C 2.85127 2.11597 1.62639
S -1.86397 0.66263 1.31439
H 0.57973 2.64762 -2.01276
N 3.13910 -5.93442 -0.75952
C -3.29180 0.45153 0.52804
C 3.68208 -4.71839 -0.91012
H 0.91656 -4.63900 -0.28374
*
```

## Properties
Total energy: -3261.00007 Ha

These are the Mulliken partial charges, in e, on atoms 1 to 2:
1. H 0.482
2. C -1.285

***

Record 5
This record from OMol25 describes a single C3H8N2S molecule. The level of theory is the ωB97M-V functional and the def2-TZVPD basis.

Structure (ORCA input):
```
! RIJCOSX wB97M-V def2-TZVPD def2/J DEFGRID3
* xyz 0 1
N 0.90314 -1.31013 -1.11276
H -2.88600 -0.53322 1.11422
S -2.15040 -0.96444 0.08381
H -0.05964 0.68556 -1.79170
C 0.07140 0.82757 -0.60487
H 1.35084 -2.18973 -0.63064
C -1.39810 0.69705 -0.07409
C 0.92059 -0.38146 -0.22453
H -1.83832 1.58847 -0.85021
H 2.01339 -1.44550 1.11985
N 1.63395 -0.39162 0.99708
H 0.46588 1.79483 -0.24392
H -1.30507 1.00716 1.13241
H 2.27834 0.61547 1.08536
*
```

## Properties
SMILES: [H]/N=C(\N)CCS
Total energy: -626.70146 Ha

These are the Mulliken partial charges, in e, on atoms 1 to 2:
1. N -0.563
2. H 0.133

***

Record 6
This record from OMol25 describes 2 unconnected molecules or ions with the total composition C3H8NO. The level of theory is the ωB97M-V functional and the def2-TZVPD basis.

Structure (ORCA input):
```
! RIJCOSX wB97M-V def2-TZVPD def2/J DEFGRID3
* xyz -1 1
H -1.72054 -2.18895 1.84343
C -0.97155 -1.40472 2.06798
H 1.24358 2.63786 -0.51716
C 0.18980 -0.30385 -1.62690
H 0.36762 1.27942 0.32731
C 0.81368 1.69976 -0.54444
O -0.76372 -0.43305 1.18814
N 1.03099 0.94200 -1.60393
H -0.04645 -2.03411 2.39398
H -0.89759 -0.08843 -1.46454
H -1.22253 -1.01025 3.13529
H 0.42071 -0.86146 -2.59975
H 0.55657 -0.81087 -0.77598
*
```

## Properties
Total energy: -249.01905 Ha

These are the Mulliken partial charges, in e, on atoms 1 to 2:
1. H 0.200
2. C -0.731